P) Computed, not measured: a single C4H8O2 molecule, with wB97M-V/def2-TZVPD.

SMILES: O[C@@H]1CC[C@@H]1O
Orbital gap (Ha): 0.3941

```
14
C4H8O2 wB97M-V/def2-TZVPD
O 1.94 -0.52 -0.31
C 0.60 -0.48 -0.68
C -0.40 -1.24 0.23
C -1.13 0.09 0.46
C -0.04 0.91 -0.30
O 0.80 1.78 0.41
H 2.10 0.34 0.11
H 0.47 -0.76 -1.73
H -1.03 -1.97 -0.28
H 0.12 -1.75 1.05
H -1.77 0.30 -0.37
H -1.84 0.26 1.28
H -0.39 1.45 -1.19
H 0.57 1.59 1.32
```

Atom charges from the Löwdin analysis, given in e for atoms 1 to 6:
1 O -0.016
2 C -0.338
3 C -0.110
4 C -0.117
5 C -0.312
6 O -0.014

Q) Computed, not measured: a single C4H8O2 molecule, with wB97M-V/def2-TZVPD.

Orbital gap (Ha): 0.3080

```
14
C4H8O2 wB97M-V/def2-TZVPD
C 0.93 -0.59 1.32
C 0.27 -0.41 -0.05
O -0.84 -1.26 -0.21
C -0.26 1.04 -0.14
C -0.68 1.04 -1.92
O -1.46 1.71 -1.13
H 1.31 -1.61 1.42
H 1.77 0.10 1.45
H 0.19 -0.42 2.11
H 1.01 -0.57 -0.85
H -0.52 -2.17 -0.20
H 0.53 1.78 -0.10
H -0.96 1.14 0.70
H -1.28 0.23 -2.41
```

Atom charges from the Löwdin analysis, given in e for atoms 1 to 6:
1 C -0.045
2 C -0.471
3 O -0.034
4 C -0.104
5 C -0.068
6 O -0.085

R) Computed, not measured: a single C4H8O2 molecule, with wB97M-V/def2-TZVPD.

SMILES: O[C@@H]1CC[C@@H]1O
Orbital gap (Ha): 0.3872

```
14
C4H8O2 wB97M-V/def2-TZVPD
O -0.13 -1.47 1.12
C -0.19 -0.92 -0.18
C -1.15 0.28 -0.32
C 0.05 1.25 -0.28
C 1.02 0.05 -0.37
O 2.03 -0.04 0.59
H -1.02 -1.50 1.48
H -0.30 -1.71 -0.93
H -1.69 0.28 -1.27
H -1.88 0.39 0.49
H 0.10 1.99 -1.07
H 0.17 1.76 0.68
H 1.49 -0.07 -1.35
H 1.58 -0.31 1.41
```

Atom charges from the Löwdin analysis, given in e for atoms 1 to 6:
1 O -0.025
2 C -0.315
3 C -0.116
4 C -0.107
5 C -0.333
6 O -0.015

S) Computed, not measured: a single C4H8O2 molecule, with wB97M-V/def2-TZVPD.

SMILES: C=COOCC
Orbital gap (Ha): 0.3749

```
14
C4H8O2 wB97M-V/def2-TZVPD
C -1.98 -0.60 -0.41
C -0.67 -0.52 -1.18
O 0.46 -0.01 -0.51
C 2.22 1.21 0.77
C 1.53 0.27 1.40
O 0.89 -0.73 0.70
H -2.22 0.36 0.06
H -1.94 -1.37 0.36
H -2.78 -0.85 -1.11
H -0.43 -1.47 -1.67
H -0.75 0.24 -1.96
H 2.51 2.13 1.26
H 2.41 1.12 -0.29
H 1.29 0.27 2.46
```

Atom charges from the Löwdin analysis, given in e for atoms 1 to 6:
1 C -0.076
2 C -0.254
3 O -0.153
4 C 0.034
5 C -0.211
6 O -0.053

Most favorable structure: R). The second most favorable one is 85.2 kJ/mol above it.